# 1
DFT (ωB97M-V/def2-TZVPD) results for C24H42ClMgN6O4 as an isolated structure.

Last column: Mulliken charge in e.
CARTESIAN COORDINATES (ANGSTROEM)
Mg1 -19.04152 18.00286 -1.02542  1.290
Cl1 -17.81635 15.05394 -0.15124  1.640
O1 -19.11330 14.48272 -0.32912  -0.662
O2 -17.17806 14.55043 1.00749  -0.540
O3 -16.96738 14.91227 -1.29928  -0.481
O4 -18.01921 16.52525 0.00932  -0.613
C1 -18.99356 13.62814 4.05653  -0.876
C2 -19.04698 15.03642 4.64146  -0.688
C3 -19.49394 16.11514 3.65976  0.118
C4 -20.77306 15.78774 3.01876  0.252
N1 -21.76376 15.51459 2.50023  -0.526
H1 -19.92216 13.40548 3.52822  0.325
H2 -18.77457 12.86674 4.79856  0.416
H3 -18.20618 13.62287 3.29810  0.067
H4 -18.06261 15.31695 5.03028  0.353
H5 -19.61678 15.06484 5.57418  0.348
H6 -18.76081 16.27739 2.86546  -0.097
H7 -19.63225 17.07447 4.16328  0.333
C5 -14.69649 11.90564 -1.30080  -1.303
C6 -13.73914 13.01675 -1.69385  0.921
C7 -12.36183 12.84257 -1.03263  -0.747
C8 -12.45393 12.70606 0.41130  0.184
N2 -12.57321 12.63325 1.54870  -0.523
H8 -14.87698 11.89128 -0.22391  0.279
H9 -14.35395 10.90073 -1.55644  0.413
H10 -15.67951 12.02614 -1.76190  0.273
H11 -14.12556 13.99876 -1.39971  -0.507
H12 -13.65604 13.08960 -2.77884  0.245
H13 -11.72568 13.70632 -1.24841  0.384
H14 -11.83521 12.02617 -1.53102  0.469
C9 -15.04193 15.07161 -4.37981  -1.014
C10 -14.85406 16.50841 -3.89275  0.398
C11 -14.69858 17.52421 -5.01407  -0.698
C12 -15.86882 17.49649 -5.90930  0.290
N3 -16.78400 17.44964 -6.60552  -0.538
H15 -14.07477 14.61803 -4.61501  0.357
H16 -15.56920 14.97532 -5.33132  0.584
H17 -15.46874 14.45981 -3.58714  -0.101
H18 -13.93113 16.52570 -3.30874  0.104
H19 -15.64942 16.82325 -3.21618  -0.038
H20 -13.92110 17.22716 -5.72999  0.289
H21 -14.49654 18.55479 -4.72851  0.376
C13 -14.03158 16.55580 0.16081  -0.708
C14 -12.55526 16.65041 -0.18297  -0.246
C15 -11.63695 16.46615 1.02711  -0.410
C16 -11.99899 17.35664 2.13742  0.088
N4 -12.32879 18.07538 2.96756  -0.448
H22 -14.26060 15.65464 0.73077  0.261
H23 -14.57772 16.46960 -0.78518  -0.201
H24 -14.40618 17.44938 0.65794  0.625
H25 -12.31225 17.57254 -0.71822  0.436
H26 -12.25191 15.88367 -0.90294  0.002
H27 -10.58982 16.66643 0.79658  0.426
H28 -11.71751 15.44940 1.42111  0.099
C17 -20.02041 13.59359 -3.86641  -1.241
C18 -19.02031 14.22146 -4.82940  -0.023
C19 -19.20759 15.73360 -5.02723  -0.221
C20 -19.08229 16.42727 -3.75640  0.394
N5 -18.98340 16.97547 -2.75119  -0.421
H29 -21.06357 13.62650 -4.18518  0.382
H30 -19.94388 13.99538 -2.85283  0.211
H31 -19.78955 12.52833 -3.80746  0.367
H32 -19.09659 13.70238 -5.78354  0.433
H33 -18.01735 14.03643 -4.44045  -0.086
H34 -20.21348 15.98124 -5.37854  0.413
H35 -18.45064 16.18091 -5.68120  0.117
C21 -17.11092 9.88417 0.33732  -1.423
C22 -18.01075 11.07116 0.71149  0.375
C23 -19.32184 11.10830 -0.06036  0.272
C24 -20.02011 9.81789 -0.09095  0.002
N6 -20.55515 8.80507 -0.10594  -0.447
H36 -17.56860 8.93545 0.60787  0.449
H37 -16.07564 9.96919 0.65840  0.386
H38 -17.05293 9.94688 -0.75775  0.286
H39 -17.39232 11.94907 0.51926  -0.306
H40 -18.20968 11.04743 1.78451  0.210
H41 -19.22862 11.40231 -1.10854  -0.065
H42 -19.99631 11.81890 0.42150  0.255

Values from the calculation:
total charge = +1
HOMO = -12.97 eV



# 2
DFT (ωB97M-V/def2-TZVPD) results for C24H42MnO12SSi as an isolated structure.

Last column: Mulliken charge in e.
CARTESIAN COORDINATES (ANGSTROEM)
Mn1 0.40786 0.85509 1.55079  1.234
C1 -3.35302 2.94507 2.05594  -1.952
C2 -2.57471 2.38442 0.85709  2.045
C3 -3.28872 2.68930 -0.46406  -1.795
O1 -1.28522 2.95553 0.79795  -0.647
C4 -2.52385 0.82175 0.99935  0.142
O2 -3.56723 0.19635 0.83241  -0.829
O3 -1.40082 0.31262 1.29571  -0.229
H1 -3.50270 4.01978 1.93890  0.401
H2 -2.78363 2.76269 2.96558  0.392
H3 -4.31847 2.45218 2.13969  0.357
H4 -3.49019 3.75649 -0.55322  0.480
H5 -4.22291 2.13369 -0.50106  0.307
H6 -2.64838 2.36727 -1.28149  0.229
H7 -0.89940 2.97766 1.69854  0.356
C5 2.32919 -2.37540 3.91235  -1.807
C6 1.05261 -1.57680 3.69595  0.796
O4 0.94170 -0.97368 2.56518  -0.174
C7 0.06884 -1.55449 4.70582  0.409
C8 0.11369 -2.39003 5.86069  -0.671
C9 -0.89313 -2.36187 6.79230  -0.613
C10 -1.99172 -1.51712 6.64680  -0.413
C11 -2.04271 -0.66766 5.53433  -0.799
C12 -1.05019 -0.67869 4.59565  0.171
H8 2.97819 -2.22951 3.05207  0.239
H9 2.12344 -3.44177 4.02755  0.439
H10 2.84168 -2.02029 4.80622  0.421
H11 0.94407 -3.06991 6.00231  0.345
H12 -0.84031 -3.01457 7.66119  0.348
H13 -2.78722 -1.51030 7.38279  0.366
H14 -2.88710 0.00368 5.42630  0.405
H15 -1.07333 0.00197 3.75506  0.562
C13 3.16079 -1.36700 -0.47842  -1.619
C14 3.15107 -0.73961 -1.87550  2.139
C15 3.99687 -1.57902 -2.85017  -2.014
C16 3.68939 0.68777 -1.79521  -1.405
O5 1.84813 -0.74485 -2.40536  0.284
Si1 0.57713 0.22790 -1.94307  -2.482
O6 0.65957 0.70454 -0.45622  1.624
O7 0.56217 1.56044 -2.90354  -0.365
C17 0.10962 1.76230 -4.21061  1.959
C18 0.55517 3.17791 -4.61018  -1.873
C19 -1.41921 1.66502 -4.25470  -1.395
C20 0.72521 0.73033 -5.16324  -1.508
O8 -0.71136 -0.67327 -2.42944  0.813
C21 -1.14998 -1.92911 -1.95892  1.936
C22 -0.56189 -2.28356 -0.59613  -0.909
C23 -2.67926 -1.87513 -1.87676  -1.635
C24 -0.71472 -2.98742 -2.98959  -1.971
H16 4.15945 -1.32576 -0.04833  0.555
H17 2.83946 -2.40623 -0.52821  0.260
H18 2.46946 -0.81417 0.16138  -0.048
H19 5.02780 -1.65009 -2.51101  0.387
H20 3.97470 -1.12036 -3.83592  0.384
H21 3.57680 -2.57879 -2.93218  0.342
H22 4.73725 0.69472 -1.50378  0.560
H23 3.09980 1.22950 -1.06206  0.130
H24 3.57505 1.17458 -2.76071  0.211
H25 0.16423 3.88997 -3.88925  0.348
H26 0.19631 3.43273 -5.60620  0.391
H27 1.63989 3.24143 -4.59240  0.387
H28 -1.85121 2.45953 -3.65201  0.272
H29 -1.70458 0.71327 -3.81925  0.047
H30 -1.78785 1.73840 -5.27707  0.471
H31 1.80935 0.78993 -5.10821  0.244
H32 0.40148 0.90800 -6.18834  0.524
H33 0.42182 -0.26051 -4.84222  0.141
H34 -0.70072 -1.45752 0.10329  -0.246
H35 0.50505 -2.45407 -0.69024  0.047
H36 -1.04204 -3.17353 -0.19428  0.593
H37 -2.97949 -1.19854 -1.08210  0.168
H38 -3.07710 -2.86708 -1.67252  0.402
H39 -3.09145 -1.51629 -2.81830  0.310
H40 0.35976 -2.90783 -3.12724  0.198
H41 -1.20620 -2.81208 -3.94582  0.371
H42 -0.96271 -3.99008 -2.64447  0.419
O9 1.99966 1.65062 2.01932  -0.688
S1 1.48070 2.35815 3.27633  1.170
O10 1.89129 3.75087 3.26778  -0.792
O11 -0.01340 2.25747 3.08233  -0.915
O12 1.91242 1.65302 4.46409  -0.737

Values from the calculation:
multiplicity = 6
total charge = -2
expectation value of S² = 8.76
HOMO (spin up / spin down) = -0.53 / -3.03 eV



# 3
DFT (ωB97M-V/def2-TZVPD) results for C24H42NO4Si5TeV as an isolated structure.

Last column: Mulliken charge in e.
CARTESIAN COORDINATES (ANGSTROEM)
V1 1.92523 -0.52514 0.06592  0.295
O1 3.32564 -1.54837 -0.29765  -0.651
C1 4.26449 -1.49774 0.65258  -0.737
C2 4.07634 -1.14883 1.99774  1.307
C3 5.18492 -1.30845 2.88080  -0.977
C4 5.08192 -1.00346 4.20784  -0.234
C5 3.91152 -0.51264 4.80908  -0.605
C6 2.83431 -0.32083 3.97829  -0.700
C7 2.89654 -0.59972 2.60747  0.093
O2 1.84840 -0.24719 1.85419  0.422
N1 6.26562 -1.20678 5.05419  1.027
O3 6.16079 -0.96877 6.24725  -0.657
O4 7.29243 -1.62155 4.54164  -0.645
H1 5.25761 -1.76687 0.31064  0.271
H2 6.12020 -1.68965 2.49739  0.476
H3 3.88358 -0.27830 5.85988  0.472
H4 1.90505 0.08362 4.35897  0.416
C8 3.58371 1.49255 -2.50619  -1.198
Si1 2.90973 1.58495 -0.73655  1.084
C9 4.34944 2.15937 0.35826  -1.402
C10 1.63950 2.99952 -0.67824  0.288
C11 0.96413 3.27574 0.51411  -0.230
C12 0.03418 4.30029 0.60560  -0.703
C13 -0.25064 5.08096 -0.50718  -0.464
C14 0.40112 4.82280 -1.70408  -0.612
C15 1.33403 3.79545 -1.78329  -0.227
H5 4.14082 2.39502 -2.77638  0.345
H6 2.78278 1.34670 -3.23394  0.281
H7 4.26115 0.63944 -2.58727  0.256
H8 4.69615 3.15115 0.05499  0.397
H9 5.18377 1.45723 0.28519  0.316
H10 4.05690 2.20401 1.40979  0.319
H11 1.16516 2.66910 1.39366  0.266
H12 -0.47622 4.48470 1.54376  0.380
H13 -0.97943 5.87983 -0.44210  0.348
H14 0.17982 5.41742 -2.58291  0.376
H15 1.82311 3.60658 -2.73267  0.266
C16 -5.18671 0.33006 -1.81203  -1.043
Si2 -3.34033 0.66435 -2.04757  0.423
C17 -3.00344 0.75931 -3.89813  -1.036
C18 -2.90204 2.31543 -1.26047  -0.632
Si3 -2.01871 -1.01387 -1.07903  0.003
Te1 0.27009 -0.52801 -1.94006  -0.604
Si4 -2.14048 -0.88541 1.25882  0.246
C19 -1.26439 -2.35626 2.04438  -0.921
C20 -1.38306 0.70122 1.92162  -0.111
C21 -3.96295 -0.92632 1.76238  -1.116
Si5 -2.56183 -3.14687 -1.86702  0.467
C22 -4.27099 -3.69450 -1.27669  -1.032
C23 -2.54929 -3.12992 -3.75156  -1.080
C24 -1.28024 -4.38993 -1.27180  -1.011
H16 -5.76895 1.16057 -2.22251  0.365
H17 -5.45590 0.22093 -0.76027  0.265
H18 -5.49378 -0.57941 -2.33362  0.245
H19 -3.47277 1.65545 -4.31488  0.381
H20 -3.40492 -0.10786 -4.42415  0.253
H21 -1.93225 0.81446 -4.09751  0.271
H22 -3.41716 3.13354 -1.77266  0.465
H23 -1.82756 2.50696 -1.31694  -0.137
H24 -3.19185 2.34640 -0.20822  0.274
H25 -0.21955 -2.40176 1.73053  0.159
H26 -1.74064 -3.30507 1.78807  0.271
H27 -1.27673 -2.25474 3.13357  0.383
H28 -0.29991 0.69755 1.80376  -0.430
H29 -1.58906 0.78732 2.99334  0.427
H30 -1.77387 1.58926 1.42337  -0.006
H31 -4.49914 -1.76060 1.30617  0.265
H32 -4.46519 -0.00250 1.46713  0.251
H33 -4.05344 -1.01984 2.84842  0.373
H34 -5.03598 -2.94504 -1.49029  0.262
H35 -4.27265 -3.87653 -0.19973  0.269
H36 -4.56483 -4.62510 -1.77098  0.368
H37 -3.40040 -2.57400 -4.14983  0.246
H38 -2.60096 -4.14998 -4.14229  0.381
H39 -1.63586 -2.66610 -4.12808  0.306
H40 -1.36316 -4.57678 -0.19924  0.264
H41 -0.27138 -4.02597 -1.47343  0.247
H42 -1.41149 -5.34260 -1.79333  0.369

Values from the calculation:
multiplicity = 2
total charge = -1
expectation value of S² = 0.79
HOMO (spin up / spin down) = -3.50 / -3.46 eV



For the records above, the corresponding largest force on an atom values read 3.0, 5.4, 0.7 eV/Å.
For the records above, the corresponding ΔE to the lowest compared entry with this formula, charge and spin values read 50.7, 40.1, 0.0 kcal/mol.
For the records above, the corresponding calculated total energy values read -2228.9200, -3681.6824, -3955.0295 a.u..